(i)
Here is C2H6Si2 as an isolated structure from OMol25. Energies are from ωB97M-V/def2-TZVPD.

The geometry in XYZ format:
```
10
Properties=species:S:1:pos:R:3
C 0.665 -1.012 0.449
C -0.920 1.472 0.249
Si 1.814 0.375 -0.161
Si -0.940 -0.235 -0.175
H 0.982 -1.965 0.003
H 0.566 -1.332 1.447
H -0.534 1.628 1.203
H -1.808 2.065 -0.050
H 1.589 0.085 -1.641
H -1.416 -1.079 -1.324
```

Output
Frontier orbital gap   7.9992 eV
HOMO level   -8.1 eV
LUMO energy   -0.0965 eV



(ii)
Here is C2H6Si2 as an isolated structure from OMol25. Energies are from ωB97M-V/def2-TZVPD.

The geometry in XYZ format:
```
10
Properties=species:S:1:pos:R:3
C 0.510 -1.080 -0.016
C -0.418 1.227 0.027
Si -1.156 -0.318 -0.677
Si 0.926 0.287 1.064
H -2.327 -0.555 0.139
H 1.145 -1.299 -0.908
H -1.142 -1.099 -1.990
H 0.179 1.850 -0.789
H 2.075 1.220 0.808
H 0.207 -0.233 2.341
```

Output
Frontier orbital gap (alpha / beta)   8.2472 / 8.2171 eV
HOMO level (alpha / beta)   -9.0 / -8.9 eV
LUMO energy (alpha / beta)   -0.7258 / -0.7155 eV



Least stable: (ii)



(i)
Here is the molecule C5H7NO3 from OMol25. Energies are from ωB97M-V/def2-TZVPD.

The geometry in XYZ format:
```
16
Properties=species:S:1:pos:R:3
C 1.034 -0.461 1.195
C -1.707 -0.328 -0.002
C -0.160 -0.773 0.372
C -2.238 0.735 0.601
C 2.630 0.469 -0.567
N 2.163 0.012 0.685
O -2.267 -1.187 -0.839
O 0.083 -1.919 -0.128
O -3.508 1.306 0.430
H -1.740 1.136 1.446
H 2.781 -0.352 -1.366
H 2.015 1.235 -1.066
H 3.551 0.918 -0.498
H 2.925 -0.106 1.273
H -1.493 -1.579 -1.274
H -4.067 0.896 -0.262
```

Output
Frontier orbital gap   9.1499 eV
HOMO level   -8.6 eV
LUMO energy   0.5598 eV



(ii)
Here is C5H7NO3 as an isolated structure from OMol25. Energies are from ωB97M-V/def2-TZVPD.

The geometry in XYZ format:
```
16
Properties=species:S:1:pos:R:3
C -1.830 -1.550 0.145
C -1.120 0.735 -0.387
C -0.248 2.546 -0.024
C 0.282 0.475 -0.162
C 2.312 -0.724 -0.062
H -2.917 -1.906 -0.091
H -1.934 -1.622 1.452
H -0.715 -2.193 -0.372
H 0.059 3.501 0.490
H 2.576 -0.192 0.871
H 2.557 -1.722 -0.056
H 2.713 0.000 -0.823
N -1.403 2.013 -0.149
O -2.038 -0.278 -0.372
O 0.825 1.644 -0.068
O 0.878 -0.727 -0.390
```

Output
Frontier orbital gap   8.4276 eV
HOMO level   -7.7 eV
LUMO energy   0.6953 eV



Least stable: (ii)



(i)
Here is C4H11O4 as an isolated structure from OMol25. Energies are from ωB97M-V/def2-TZVPD.

The geometry in XYZ format:
```
19
Properties=species:S:1:pos:R:3
O 4.046 0.218 0.515
C 3.028 0.433 -0.151
C 1.642 0.140 0.386
C 0.674 0.890 -0.574
C -0.783 0.889 -0.051
O -1.505 -0.106 -0.668
H 3.188 0.975 -1.084
H 2.285 0.886 0.966
H 1.481 -0.864 0.749
H 1.127 1.892 -0.602
H 0.678 0.455 -1.576
H -0.795 0.646 1.027
H -1.239 1.899 -0.176
H -4.683 0.349 -0.642
H -3.106 -0.339 -0.749
O -4.119 -0.392 -0.729
H -1.560 -1.408 1.868
H -1.346 -1.321 0.306
O -1.391 -1.972 1.106
```

Output
Frontier orbital gap   7.7426 eV
HOMO level   -4.2 eV
LUMO energy   3.5270 eV
Net charge   -1



(ii)
Here is a 3-piece molecular cluster, C4H11O4 overall from OMol25. Energies are from ωB97M-V/def2-TZVPD.

The geometry in XYZ format:
```
19
Properties=species:S:1:pos:R:3
C -0.448 -1.962 0.867
O -1.604 -2.791 0.915
C -0.583 -0.680 -0.108
C 0.368 0.380 0.578
C 0.586 1.636 -0.187
O 0.133 2.733 0.214
H -0.079 -1.606 1.995
H 0.606 -2.490 0.556
H -0.232 -0.885 -1.103
H -1.646 -0.334 -0.211
H 1.256 -0.138 0.726
H -0.184 0.709 1.519
H 0.957 1.727 -1.182
H -1.996 -2.730 -1.004
H -1.855 -3.793 -1.988
O -2.268 -2.941 -1.946
H 2.470 4.985 -0.374
H 1.796 3.866 0.441
O 2.724 4.315 0.291
```

Output
Frontier orbital gap   6.5925 eV
HOMO level   -3.4 eV
LUMO energy   3.1917 eV
Net charge   -1



Least stable: (i)



(i)
Here is the molecule C4H4N2O3 from OMol25. Energies are from ωB97M-V/def2-TZVPD.

The geometry in XYZ format:
```
13
Properties=species:S:1:pos:R:3
C 0.136 -0.479 0.232
C -0.998 0.522 0.095
O -0.761 1.819 -0.033
C -2.490 0.124 0.065
C -3.344 1.215 0.056
N -4.134 2.071 -0.025
N -2.969 -1.157 -0.049
O -4.226 -1.205 0.029
O -2.258 -2.096 -0.211
H 0.301 -0.459 1.337
H -0.344 -1.353 -0.228
H 1.098 -0.003 -0.375
H 0.127 2.194 0.344
```

Output
Frontier orbital gap (alpha / beta)   8.5805 / 8.5811 eV
SMILES string   C/C(O)=C(/C#N)[N+](=O)[O-]
HOMO level (alpha / beta)   -9.7 / -9.7 eV
LUMO energy (alpha / beta)   -1.0811 / -1.0806 eV



(ii)
Here is the molecule C4H4N2O3 from OMol25. Energies are from ωB97M-V/def2-TZVPD.

The geometry in XYZ format:
```
13
Properties=species:S:1:pos:R:3
C 0.030 -0.035 0.537
C -0.495 1.099 -0.146
C 0.825 1.220 1.545
C -0.291 -1.729 -1.184
N -0.076 2.030 0.823
N 0.152 -1.276 0.077
O -1.062 1.247 -1.201
O 1.544 1.254 2.482
O -0.180 3.258 0.836
H -1.267 -2.098 -1.081
H -0.345 -0.680 -1.800
H 0.413 -2.431 -1.481
H 0.752 -1.859 0.592
```

Output
Frontier orbital gap (alpha / beta)   7.3118 / 7.8215 eV
HOMO level (alpha / beta)   -8.4 / -8.9 eV
LUMO energy (alpha / beta)   -1.1344 / -1.1010 eV



Least stable: (i)